1.
Density functional theory data (the ωB97M-V functional and the def2-TZVPD basis) for a 12-piece molecular cluster, C39H57N9O3 overall at a distorted geometry.

The geometry in XYZ format:
```
108
Properties=species:S:1:pos:R:3:mulliken_charge:R:1
O -21.805 -0.513 1.057 -0.398
O -21.951 -5.964 7.854 -0.539
O -24.141 -4.823 9.212 -0.561
N -21.796 1.178 5.646 0.179
N -21.744 -1.813 3.887 1.548
N -26.113 -4.242 2.673 -0.001
N -19.924 1.621 2.623 0.328
N -19.610 -2.771 6.737 1.511
N -17.135 -4.150 3.632 0.129
N -15.366 -1.702 2.245 0.102
N -20.728 -2.777 -0.463 0.130
N -20.878 -9.903 1.884 0.014
C -25.876 -6.230 1.582 -0.894
C -19.392 -4.283 -1.295 -0.945
C -16.668 -1.307 2.406 -1.968
C -19.963 -2.660 8.071 -0.621
C -17.600 -5.517 5.363 -0.868
C -19.656 -9.493 1.379 -1.010
C -23.021 1.599 5.304 -0.534
C -18.227 -1.246 7.705 -1.047
C -17.994 -5.108 3.238 -0.505
C -24.667 -5.575 1.796 -0.322
C -26.806 -5.296 2.084 -0.502
C -18.316 -5.917 4.302 -0.486
C -16.854 -4.421 4.977 -0.884
C -21.082 -2.884 3.329 0.011
C -23.959 1.221 6.251 -0.901
C -22.408 -3.641 4.915 0.074
C -15.311 -2.628 1.240 -0.688
C -20.697 -6.017 7.206 -0.681
C -19.264 -3.167 -2.073 -0.597
C -18.928 2.416 4.425 -1.045
C -24.796 -4.411 2.502 -0.259
C -21.458 -4.019 3.940 -1.020
C -20.855 -7.596 1.973 0.531
C -17.395 -1.779 1.366 0.953
C -23.171 -0.490 1.400 -0.482
C -19.118 -1.773 8.626 -0.883
C -18.515 -1.938 6.534 -0.373
C -20.279 -4.053 -0.235 -0.389
C -23.216 0.640 7.292 -0.645
C -21.619 -8.766 2.215 -0.982
C -24.336 -3.661 8.386 -0.427
C -21.840 0.610 6.889 -0.398
C -20.146 -2.227 -1.579 -0.546
C -19.613 2.750 3.289 -0.590
C -18.680 1.044 4.371 0.076
C -22.622 -2.267 4.778 -1.058
C -16.564 -2.656 0.603 -0.783
C -19.636 -8.125 1.642 -0.271
C -19.409 0.539 3.309 -0.032
H -21.661 0.277 0.530 0.225
H -23.718 -5.920 1.412 0.448
H -21.402 -2.365 0.165 0.249
H -23.508 -1.460 1.765 0.107
H -20.755 -3.277 8.469 0.435
H -20.993 1.302 5.046 0.625
H -23.878 -0.257 0.604 0.346
H -19.924 -5.674 7.894 0.357
H -19.518 -0.464 2.924 -0.269
H -24.089 -3.717 2.930 0.480
H -21.083 -5.014 3.752 0.318
H -18.144 -1.764 5.535 0.714
H -18.601 3.107 5.188 0.399
H -23.553 0.298 8.260 0.447
H -17.625 -5.877 6.381 0.463
H -14.366 -3.032 0.908 0.435
H -19.979 -3.364 6.008 -0.520
H -21.081 -6.554 2.145 0.316
H -26.576 -3.480 3.148 0.219
H -18.178 0.450 5.120 0.415
H -20.380 1.664 1.722 0.128
H -22.645 -8.831 2.543 0.448
H -16.715 -3.414 3.083 0.704
H -18.475 -5.002 2.277 0.634
H -20.646 -5.364 6.335 -0.037
H -25.018 1.410 6.349 0.444
H -19.244 -1.464 9.653 0.376
H -21.266 -10.835 1.887 0.200
H -23.273 -1.595 5.318 0.537
H -20.592 -4.527 0.684 0.745
H -23.357 0.313 2.114 0.209
H -19.831 3.724 2.877 0.438
H -18.635 -3.032 -2.941 0.427
H -20.378 -7.028 6.952 0.446
H -18.421 -1.475 1.217 0.644
H -14.567 -1.324 2.732 0.240
H -17.474 -0.488 7.860 0.452
H -20.923 0.314 7.376 0.418
H -16.266 -3.732 5.565 0.471
H -23.326 -5.240 8.923 0.493
H -21.658 -0.859 3.567 -0.313
H -17.047 -0.597 3.126 0.436
H -20.420 -2.802 2.479 0.169
H -23.554 -2.902 8.408 0.141
H -18.973 -10.258 1.042 0.409
H -22.871 -4.269 5.662 -0.241
H -20.372 -1.227 -1.918 0.448
H -16.875 -3.153 -0.304 0.372
H -27.884 -5.250 2.120 0.406
H -26.023 -7.107 0.969 0.405
H -18.747 -5.148 -1.340 0.458
H -19.091 -6.661 4.196 0.601
H -22.645 -6.403 7.357 0.286
H -25.246 -3.142 8.687 0.387
H -23.162 2.019 4.319 0.419
H -18.731 -7.543 1.549 0.412
H -24.428 -3.922 7.332 0.125
```

Highest occupied orbital energy, eV: -7.640
Electronic energy, a.u.: -2238.62455
Gap between HOMO and LUMO, eV: 7.433
SMILES string: c1cc[nH]c1.c1cc[nH]c1.c1cc[nH]c1.c1cc[nH]c1.c1cc[nH]c1.c1cc[nH]c1.c1cc[nH]c1.c1cc[nH]c1.c1cc[nH]c1.CO.CO.CO



2.
Density functional theory data (the ωB97M-V functional and the def2-TZVPD basis) for a 13-piece molecular cluster, C39H57NO34S overall at a distorted geometry.

The geometry in XYZ format:
```
132
Properties=species:S:1:pos:R:3:mulliken_charge:R:1
S 0.495 0.917 0.771 0.142
O 2.710 -0.035 -2.307 0.071
O 4.910 -0.018 -1.850 -0.277
O 5.169 -4.535 2.775 -0.592
O -3.055 -3.399 3.880 -0.410
O -3.350 0.470 -1.691 -0.254
O 3.364 -3.435 3.543 -0.379
O -1.156 1.213 6.953 -0.416
O -4.911 -0.033 -3.257 -0.367
O -6.188 -0.788 4.041 -0.536
O -6.233 -0.143 1.890 -0.438
O 1.030 -2.655 -6.797 -0.556
O -0.220 -0.802 7.235 -0.571
O -2.663 3.549 1.085 -0.366
O -0.913 -3.559 3.441 -0.074
O 3.045 3.558 6.392 -0.555
O -0.365 0.162 5.192 -0.034
O -0.810 2.256 -3.478 0.081
O -1.519 2.897 -5.556 -0.380
O -5.170 1.744 -2.001 -0.202
O -2.505 3.648 -3.749 -0.239
O -4.441 0.275 3.109 -0.388
O 4.209 3.433 0.463 -0.379
O -0.794 4.561 0.531 -0.248
O -1.350 4.166 2.730 -0.539
O 2.075 3.720 0.074 -0.021
O 2.085 1.953 5.109 -0.258
O 3.994 2.893 4.479 -0.376
O 2.998 4.879 1.758 -0.526
O 1.553 -0.855 -5.563 -0.447
O -1.675 -4.360 5.381 -0.582
O 4.087 -1.574 -3.185 -0.248
O -0.469 0.671 1.904 -0.144
O 3.139 -5.485 2.710 -0.406
O -0.139 -2.123 -4.929 -0.477
N 1.104 -4.190 0.298 -0.350
C 6.085 -0.605 -2.416 -0.446
C -2.247 4.037 -6.004 -0.419
C 2.508 1.291 3.905 0.535
C -1.527 4.076 1.557 0.527
C -6.184 0.511 -3.591 -0.426
C -5.711 -0.219 3.121 0.550
C -1.864 -3.790 4.348 0.589
C 0.060 -1.198 -3.863 0.925
C -0.554 0.095 6.528 0.535
C 1.638 -0.509 0.888 0.189
C 3.989 -4.498 2.990 0.580
C -1.030 2.215 5.925 -0.319
C -1.507 2.889 -4.206 0.316
C -2.891 -2.676 2.642 -0.240
C 3.074 4.088 0.873 0.427
C 4.112 3.181 -0.927 -0.099
C -1.539 4.429 -0.668 -0.111
C 1.505 -4.875 -3.462 -0.800
C -0.855 1.379 4.663 0.582
C 3.046 2.876 5.426 0.517
C 3.950 1.723 3.664 0.007
C 0.840 -0.103 -4.587 0.572
C -5.279 0.446 0.994 -0.133
C -1.455 -3.063 2.227 0.723
C 2.342 -5.848 -2.607 -0.741
C 2.878 -5.152 -1.345 -0.051
C 1.892 -4.628 -0.412 0.271
C -4.200 0.990 1.902 0.970
C -6.016 1.960 -3.137 0.035
C -0.415 0.332 -0.708 -0.505
C -4.351 0.713 -2.294 0.451
C 1.814 -5.227 3.238 -0.092
C -3.118 4.389 -4.805 -0.303
C 0.815 -1.948 -5.871 0.588
C 3.818 -0.463 -2.431 0.070
C 2.582 3.000 -1.022 0.545
C 1.987 -3.782 3.669 0.585
C 5.494 -1.810 -3.167 -0.414
C -2.535 3.326 -0.303 0.975
H -6.310 0.398 -4.669 0.347
H 2.162 -0.509 1.842 0.321
H 0.884 -5.374 -4.204 0.401
H 2.279 0.232 3.949 0.292
H 5.941 -1.874 -4.155 0.311
H -0.216 2.922 6.070 0.149
H -0.911 -2.154 1.977 -0.570
H -1.440 0.029 -0.500 0.392
H -0.535 1.174 -1.395 -0.022
H 3.476 -5.854 -0.757 0.356
H 4.424 4.010 -1.570 0.292
H -0.979 3.979 -1.490 0.132
H -3.462 3.307 -0.873 0.360
H -1.529 4.819 -6.257 0.272
H -1.820 1.259 4.167 0.031
H 1.717 -6.658 -2.214 0.366
H -3.173 0.736 1.643 -0.572
H 2.325 1.940 -0.926 -0.543
H 4.671 0.952 3.936 0.254
H 0.159 -0.436 -1.224 0.030
H 4.686 2.290 -1.158 0.045
H -5.554 2.591 -3.893 -0.204
H 1.491 -5.825 4.087 0.310
H -7.008 -0.043 -3.139 0.273
H 0.817 -4.312 -2.830 0.181
H -4.936 -0.392 0.377 0.159
H -0.156 1.828 3.971 -0.467
H -1.981 5.378 -0.973 0.230
H -3.716 -3.023 2.021 0.296
H -1.963 2.774 5.915 0.388
H 1.088 -1.453 0.942 -0.074
H -1.472 -3.819 1.447 0.239
H 6.770 -0.821 -1.600 0.312
H 0.268 0.706 -5.039 -0.219
H 3.505 -4.311 -1.655 -0.153
H -6.941 2.377 -2.747 0.345
H -4.163 4.099 -4.909 0.153
H 1.548 0.418 -3.943 -0.257
H -0.891 -0.838 -3.478 -0.050
H 4.110 2.107 2.661 -0.003
H -4.339 2.057 2.077 0.371
H 2.302 -0.541 0.026 -0.456
H -3.140 5.463 -4.625 0.295
H -3.040 -1.600 2.752 0.000
H 1.754 -3.607 4.721 0.428
H 2.129 3.172 -2.000 0.293
H 0.656 -1.594 -3.039 -0.079
H 1.075 -5.255 2.444 0.171
H 6.517 0.162 -3.062 0.273
H -5.723 1.119 0.267 0.156
H -2.775 3.746 -6.909 0.292
H -2.122 2.339 -0.531 -0.876
H 1.958 1.775 3.091 -0.463
H 3.049 -6.406 -3.218 0.406
H 2.193 -4.195 -3.965 0.162
H 5.714 -2.712 -2.595 0.302
H 1.433 -3.081 3.042 -0.604
```

Highest occupied orbital energy, eV: -9.444
Electronic energy, a.u.: -4531.42415
Gap between HOMO and LUMO, eV: 8.778